{"formula": "C21H16FMnN2O7", "method": "the ωB97M-V functional and the def2-TZVPD basis", "homo_lumo_gap_ha": [0.2253, 0.2431], "largest_force_ev_per_a": 0.824, "e_above_lowest_ev": 0.0000, "homo_ha": [-0.525, -0.526], "multiplicity": 5, "charge": 2, "e_tot_ha": -2696.515077, "species": ["Mn", "O", "C", "O", "C", "C", "C", "C", "C", "N", "C", "O", "O", "H", "H", "H", "H", "H", "C", "C", "C", "C", "C", "C", "C", "F", "C", "C", "C", "O", "C", "C", "N", "C", "C", "O", "O", "H", "H", "H", "H", "H", "H", "H", "H", "H", "H", "H"], "coordinates": [[-1.4361, -0.0194, 1.9575], [-2.2425, 3.2002, 4.5330], [-2.1164, 2.0736, 3.9005], [-2.3616, 1.8783, 2.7188], [-1.6548, 0.9211, 4.7513], [-1.5021, 0.8950, 6.1262], [-1.1706, -0.3194, 6.7146], [-1.0349, -1.4630, 5.9289], [-1.2024, -1.3389, 4.5644], [-1.4780, -0.1610, 4.0085], [-1.2102, -2.4102, 3.5025], [-0.9278, -3.6493, 3.7482], [-1.5307, -2.0729, 2.3648], [-2.5696, 3.9061, 3.9461], [-1.6516, 1.7902, 6.7135], [-1.0425, -0.3847, 7.7866], [-0.8185, -2.4145, 6.3968], [-0.6592, -3.8359, 4.6603], [4.0032, 0.3431, -2.9217], [2.6752, -0.0727, -3.5244], [2.3096, 0.7550, -4.7444], [1.0616, 0.1929, -5.3992], [-0.0486, 0.0478, -4.3944], [-1.3572, -0.0112, -4.8060], [-2.3983, -0.1177, -3.8795], [-3.6431, -0.1774, -4.3369], [-2.1702, -0.1444, -2.5362], [-0.8413, -0.0758, -2.0861], [-0.5507, -0.0711, -0.6899], [-1.5516, -0.1943, 0.1679], [0.7694, 0.0203, -0.2845], [1.7754, 0.0199, -1.2402], [1.5384, 0.0130, -2.5380], [0.2237, -0.0025, -3.0092], [1.1406, 0.0337, 1.1723], [2.1160, -0.5225, 1.5892], [0.2418, 0.7290, 1.8992], [4.7425, 0.3371, -3.7207], [4.3655, -0.3424, -2.1570], [3.9601, 1.3556, -2.5162], [2.7191, -1.1266, -3.8139], [3.1466, 0.7310, -5.4403], [2.1618, 1.7971, -4.4471], [1.2836, -0.7847, -5.8369], [0.7264, 0.8317, -6.2156], [-1.6027, 0.0347, -5.8597], [-2.9912, -0.2099, -1.8383], [2.8040, 0.0160, -0.9146]], "mulliken_spin": [3.905, 0.005, 0.001, 0.029, 0.008, -0.002, 0.006, -0.003, -0.005, -0.021, 0.008, 0.005, 0.020, -0.001, 0.000, 0.000, 0.000, 0.001, 0.000, -0.002, 0.000, 0.000, 0.000, 0.000, 0.002, 0.000, 0.003, -0.023, -0.001, -0.039, 0.053, -0.001, 0.010, 0.002, -0.028, 0.003, 0.064, 0.000, 0.000, 0.000, 0.001, 0.000, 0.000, 0.000, 0.000, 0.000, 0.002, -0.001]}